No. 1
Formula: C20H30FN6
Source: OMol25
Level of theory: ωB97M-V/def2-TZVPD

Output
2S+1: 1
Relative energy (zero: lowest compared OMol25 entry of this formula, charge and spin): 0.0 kJ/mol
Net charge: +1
Kohn-Sham gap: 10.071 eV
SMILES: CC(C)n1nnnc1[C@@H](c1ccc(F)cc1)N1CC[NH+](C2CCCC2)CC1

Geometry (Å):
C  3.73737  2.33402  1.38613
C  3.08654  2.39176  0.00788
C  3.28912  3.74992  -0.65632
N  1.66447  2.15390  0.15243
N  0.88310  2.98041  0.84980
N  -0.29484  2.54507  0.80966
N  -0.34968  1.42370  0.09425
C  0.87756  1.16606  -0.32039
C  1.30062  0.01325  -1.18233
C  2.33908  -0.82531  -0.46203
C  2.29240  -0.99663  0.91793
C  3.24124  -1.76630  1.56574
C  4.23601  -2.36838  0.81412
F  5.15793  -3.11102  1.43482
C  4.29845  -2.22163  -0.56187
C  3.34436  -1.44691  -1.19375
N  0.21693  -0.80965  -1.68218
C  -0.76444  -0.17605  -2.54469
C  -2.19699  -0.36855  -2.01941
N  -2.19404  -0.29168  -0.54694
C  -3.53362  0.01140  0.03024
C  -4.54948  -1.14341  -0.06901
C  -4.85491  -1.54655  1.37577
C  -4.70566  -0.23412  2.13881
C  -3.45257  0.38566  1.52042
C  -1.49694  -1.46910  0.01849
C  -0.33471  -1.88980  -0.91283
H  4.80092  2.52979  1.29413
H  3.29680  3.08598  2.03601
H  3.60563  1.35196  1.83579
H  3.48095  1.59070  -0.62636
H  2.85939  4.53313  -0.03695
H  2.81901  3.77974  -1.63727
H  4.35063  3.94108  -0.77750
H  1.78065  0.44802  -2.07355
H  1.51217  -0.52777  1.50146
H  3.21867  -1.90323  2.63485
H  5.08473  -2.70677  -1.11686
H  3.37869  -1.32494  -2.26527
H  -0.54559  0.89077  -2.62799
H  -0.70046  -0.60935  -3.55135
H  -2.83969  0.41438  -2.42288
H  -2.59982  -1.33425  -2.32995
H  -1.53259  0.54778  -0.27584
H  -3.89657  0.87351  -0.53552
H  -5.45964  -0.77798  -0.54305
H  -4.18787  -1.97816  -0.66658
H  -4.12755  -2.27402  1.73943
H  -5.84677  -1.97902  1.47822
H  -4.60652  -0.37930  3.21143
H  -5.57053  0.40275  1.95564
H  -3.40134  1.46261  1.66391
H  -2.57160  -0.05387  1.98458
H  -1.10890  -1.19846  1.00065
H  -2.19145  -2.30063  0.13611
H  0.45235  -2.35677  -0.32184
H  -0.69105  -2.63774  -1.62819

Forces on the atoms, in the same order (eV/Å):
0.0 -0.1 -0.1
0.8 0.4 0.1
0.0 -0.2 -0.1
-1.3 -1.1 -0.5
0.9 0.9 0.4
-1.0 0.3 0.4
0.7 -0.4 -0.4
0.1 0.6 0.2
0.3 -0.3 -0.2
0.0 0.1 0.0
0.1 0.0 -0.2
0.2 -0.2 0.0
-0.2 0.1 -0.1
0.0 0.0 0.0
0.1 -0.1 0.2
-0.1 0.0 0.2
0.0 0.3 0.1
0.0 -0.1 -0.3
0.1 0.0 -0.5
0.1 0.4 0.0
-0.4 0.1 0.2
0.0 -0.1 0.0
-0.1 0.1 0.0
0.1 -0.1 0.0
-0.1 0.1 0.0
0.4 -0.4 0.1
-0.1 -0.2 0.1
0.1 0.0 0.0
0.0 0.1 0.0
0.0 0.0 0.1
-0.2 0.1 0.1
0.0 0.1 0.0
0.0 0.0 -0.1
0.1 0.0 0.0
0.0 0.0 0.2
-0.1 0.1 0.1
0.0 0.0 0.1
0.1 -0.1 0.0
0.0 0.0 -0.2
0.0 0.0 0.0
-0.1 0.2 0.0
0.0 -0.1 0.1
0.0 0.1 0.1
-0.4 -0.5 -0.1
0.1 -0.1 0.0
0.0 0.0 -0.1
0.0 0.0 -0.1
0.0 -0.1 0.0
0.0 -0.1 0.0
0.0 0.1 0.1
-0.1 0.0 0.0
0.1 0.0 0.0
0.1 0.0 0.0
-0.1 0.1 0.0
-0.1 0.1 0.0
-0.1 -0.1 0.0
0.0 0.0 0.1

Atomic partial charges in e from the Löwdin method, atoms 1 to 2: atom 1 (C): -0.03, atom 2 (C): -0.36

No. 2
Formula: C3H4ClI
Source: OMol25
Level of theory: ωB97M-V/def2-TZVPD

Output
2S+1: 1
Relative energy (zero: lowest compared OMol25 entry of this formula, charge and spin): 221.7 kJ/mol
Kohn-Sham gap: 9.194 eV

Geometry (Å):
C  -1.35983  0.44828  -0.58328
C  -0.68634  -0.64023  -0.27030
C  1.27436  -0.14842  0.30111
Cl  1.60848  1.55647  -0.14271
I  1.23315  -0.49379  2.43029
H  -2.41430  0.52020  -0.83019
H  -0.88452  1.40433  -0.25454
H  -0.52884  -1.70880  -0.41295
H  1.75785  -0.93804  -0.23744

Forces on the atoms, in the same order (eV/Å):
0.2 0.0 1.5
4.3 1.6 0.1
-4.4 0.2 0.0
0.0 -1.6 0.2
0.3 0.1 -0.8
0.1 -0.3 -0.4
-0.4 -0.6 -0.6
-1.0 0.4 0.1
0.9 0.2 -0.2

Atomic partial charges in e from the Löwdin method, atoms 1 to 2: atom 1 (C): -0.09, atom 2 (C): -0.09

- Which of these has the highest Kohn-Sham gap?
  C20H30FN6